Formula: C25H38AgN3O4P2S
Source: the Open Molecules 2025 dataset
Level of theory: ωB97M-V with the def2-TZVPD basis set

As for the net charge: 0. The calculation puts the orbital gap at 8.30 eV. As for the LUMO energy: 0.490 eV.

```
74
Properties=species:S:1:pos:R:3:forces:R:3:mulliken_charge:R:1
Ag 0.334 0.703 0.362 -0.412 0.247 0.264 -0.1055
S -2.264 0.113 -1.030 0.267 -0.210 -0.066 2.0492
P -1.023 2.080 2.387 0.085 0.001 -0.065 0.8914
P 1.941 0.426 2.157 -0.058 -0.108 -0.280 0.8960
O -3.700 0.217 -1.087 -0.015 0.044 0.062 -0.7766
O 2.819 -1.552 -0.329 -0.063 0.000 0.127 -0.5862
O -1.544 1.398 -1.073 0.267 -0.002 -0.053 -0.7705
O -1.729 -0.735 0.049 0.032 0.006 0.079 -0.6859
N 4.587 -1.967 -1.696 -0.034 0.015 0.014 -0.2847
N -1.653 1.407 -6.935 -0.004 -0.015 0.010 -0.6067
N 0.526 -1.035 -3.670 -0.040 0.008 -0.106 -0.1444
C 1.456 1.493 3.574 0.095 -0.032 0.035 -0.8365
C -0.855 -2.755 -2.487 -0.004 -0.075 0.036 0.1597
C -2.287 -2.205 -2.589 -0.040 -0.007 -0.023 -1.3388
C -1.424 -0.272 -4.973 -0.044 -0.067 0.085 1.3538
C 4.094 -3.540 0.081 -0.084 0.020 -0.046 -0.9828
C -1.838 -4.029 -5.935 -0.016 -0.006 -0.015 -1.6132
C 3.323 -4.571 -0.778 0.024 -0.029 0.009 -0.3604
C -1.785 -0.746 -2.521 -0.138 -0.005 0.031 1.3853
C -2.291 -0.026 -3.750 -0.015 0.027 -0.203 -1.4134
C -2.722 -2.446 -4.053 0.077 0.067 -0.005 0.0608
C -1.557 0.670 -6.058 0.001 0.086 -0.089 -0.0948
C 3.531 -4.491 -2.304 0.035 0.012 -0.019 -1.3205
C 3.807 -1.995 -2.948 -0.038 -0.001 -0.032 -1.3554
C -0.007 -0.694 -4.764 0.037 -0.020 0.109 -0.9060
C 2.928 -3.256 -3.000 0.000 -0.026 -0.018 0.7919
C 3.751 0.614 2.115 -0.020 -0.009 0.026 -0.9987
C 1.714 -1.255 2.822 0.066 -0.010 0.048 -0.9545
C -0.682 -3.572 -3.728 0.000 0.029 -0.040 -1.0756
C -2.739 1.827 2.945 -0.025 -0.034 0.001 -1.2976
C -1.689 -3.416 -4.585 -0.038 -0.012 0.036 0.2176
C 3.798 -2.222 -0.588 0.097 -0.014 -0.049 0.5488
C -2.723 -1.069 -4.721 0.017 0.068 0.073 -0.6929
C -0.309 -1.271 -2.530 0.049 -0.005 0.074 -0.2698
C -0.052 1.489 3.849 -0.053 0.015 -0.025 -1.1104
C -0.829 3.894 2.559 -0.020 0.017 0.053 -1.3525
H 0.198 -4.167 -3.938 0.013 -0.016 0.009 0.3064
H -2.730 -4.659 -5.974 0.003 0.006 -0.016 0.3239
H 0.249 -1.020 -1.627 0.010 -0.003 -0.017 -0.5304
H 5.355 -2.619 -1.748 0.019 0.001 -0.019 0.3946
H 3.732 -3.552 1.108 -0.003 -0.007 0.000 0.2766
H 5.164 -3.759 0.078 0.011 0.006 -0.020 0.4085
H -0.973 -4.638 -6.198 -0.002 0.000 -0.002 0.3890
H -3.011 -2.522 -1.844 -0.012 0.046 0.008 0.3291
H 3.061 -5.381 -2.728 -0.013 0.003 0.002 0.4351
H -2.932 0.756 3.021 -0.009 0.002 -0.008 0.3522
H 2.257 -4.442 -0.572 -0.003 -0.001 -0.007 0.1339
H 2.010 1.161 4.457 -0.008 0.015 0.004 0.4566
H -0.595 -3.261 -1.558 0.021 0.021 -0.004 0.8993
H 0.643 -0.593 -5.632 0.000 0.012 -0.006 0.4591
H -1.962 -3.256 -6.699 0.014 -0.002 -0.002 0.3035
H -2.953 2.308 3.902 0.019 0.008 0.003 0.4189
H -1.452 4.389 1.814 0.001 -0.008 -0.009 0.3901
H 4.131 0.029 1.279 0.032 0.012 0.007 0.1909
H -2.779 0.933 -3.651 0.003 0.004 0.028 0.5086
H 4.208 0.271 3.045 -0.006 0.007 0.004 0.3513
H 0.206 4.176 2.361 -0.003 0.007 -0.001 0.3640
H 3.185 -1.105 -3.023 0.018 -0.013 0.012 0.3306
H -3.739 -2.836 -4.130 0.017 -0.063 -0.016 0.9545
H 0.651 -1.459 2.954 -0.003 0.004 0.002 0.3462
H -0.272 2.096 4.732 -0.018 0.009 -0.010 0.4879
H 4.598 -4.584 -2.546 -0.006 -0.010 0.018 0.3561
H -1.112 4.248 3.553 -0.003 -0.006 0.001 0.3754
H -3.408 2.222 2.180 -0.017 0.000 0.016 0.4014
H 2.717 -3.486 -4.046 0.000 -0.003 0.000 0.7735
H 3.593 -5.573 -0.438 0.002 0.007 0.013 0.4578
H -3.493 -0.841 -5.446 -0.025 -0.029 0.018 0.5641
H 1.801 2.506 3.350 -0.008 -0.001 -0.026 0.3603
H -0.387 0.473 4.073 -0.021 0.002 -0.020 0.3724
H 2.096 -1.951 2.076 -0.016 -0.006 0.004 0.0167
H 1.962 -3.032 -2.546 -0.001 0.016 0.022 -0.6035
H 4.011 1.660 1.954 -0.012 0.001 -0.028 0.3874
H 4.522 -1.978 -3.770 0.018 -0.002 0.008 0.4356
H 2.236 -1.393 3.771 -0.002 0.005 -0.001 0.4020
```
Forces are in eV/Å.

Formula: C25H38As3IN3O2S2Ti
Source: the Open Molecules 2025 dataset
Level of theory: ωB97M-V with the def2-TZVPD basis set

As for the net charge: +1. The calculation puts the orbital gap (spin up / spin down) at 6.75 / 7.03 eV. Its multiplicity is 3. As for the LUMO energy (spin up / spin down): -2.936 / -3.287 eV. Its expectation value of S² is 2.0095.

```
75
Properties=species:S:1:pos:R:3:forces:R:3:lowdin_spin:R:1
I -2.561 -1.278 -6.639 -0.005 -0.015 -0.010 -0.0004
As 1.088 1.626 0.080 -0.072 0.019 -0.039 0.0163
As -1.842 0.405 1.703 0.025 -0.007 -0.028 0.0064
As 2.648 -0.370 4.886 -0.005 -0.010 0.000 0.0000
Ti -0.916 -0.022 -0.861 0.016 0.135 0.063 1.6517
S 0.614 -2.518 -0.364 0.122 0.051 0.049 0.0092
S -3.139 -1.434 -1.186 -0.037 0.011 -0.055 0.0318
O 1.373 -3.164 0.652 -0.010 -0.048 -0.048 0.0028
O 1.147 -1.249 -0.895 0.009 -0.032 0.082 0.0200
N -0.442 -0.138 -3.095 0.019 0.045 -0.005 0.0145
N -0.907 -2.090 0.063 0.018 -0.090 0.024 0.0710
N -2.034 1.847 -1.368 0.054 -0.080 0.020 0.0139
C 1.624 1.196 1.921 0.027 0.024 -0.047 0.0056
C -1.764 -3.776 -3.131 0.021 0.014 0.014 0.0102
C 0.954 -4.322 -2.549 -0.003 -0.005 0.019 -0.0004
C -2.649 2.777 -1.626 -0.023 0.031 -0.011 0.0230
C -3.436 3.954 -1.952 -0.010 0.004 0.002 0.0042
C 0.823 0.014 -3.508 -0.016 -0.031 0.001 0.0130
C -1.006 -4.606 -3.947 0.020 -0.005 -0.008 -0.0011
C -1.366 -0.470 -4.002 0.038 0.044 -0.001 0.0115
C 1.889 -1.924 3.953 -0.004 0.022 -0.009 0.0000
C 0.672 1.374 3.110 -0.011 0.003 0.001 0.0002
C 0.972 3.573 0.028 -0.021 -0.002 0.010 -0.0010
C 1.489 1.180 4.408 -0.001 -0.008 0.020 0.0005
C -2.928 -1.042 2.404 0.011 0.004 0.000 0.0034
C 0.258 -0.558 -5.754 -0.005 0.023 -0.018 0.0087
C 1.209 -0.180 -4.820 0.001 0.015 -0.012 -0.0006
C 0.116 2.800 3.152 0.032 0.006 -0.006 0.0001
C 0.331 -4.879 -3.661 -0.018 -0.012 -0.013 0.0105
C 2.866 1.456 -0.702 -0.003 0.006 0.013 0.0027
C -1.152 -3.231 -2.015 0.060 -0.079 -0.049 0.0021
C -1.054 -0.702 -5.331 -0.009 0.022 0.001 -0.0005
C -0.488 0.371 3.121 0.011 -0.016 -0.017 0.0023
C 4.181 -0.089 3.685 -0.012 0.013 0.004 0.0000
C -1.715 -2.304 -1.003 -0.126 0.062 -0.019 0.0516
C 0.180 -3.512 -1.746 -0.054 0.019 -0.007 0.0103
C -3.015 1.895 2.169 0.008 0.005 0.004 -0.0027
H 0.530 -0.726 -6.787 -0.004 -0.018 0.009 0.0005
H 0.925 3.533 3.170 -0.007 -0.001 0.002 0.0000
H -0.490 2.949 4.048 0.005 -0.005 0.000 0.0000
H -2.643 2.837 1.772 -0.002 0.004 -0.001 -0.0001
H 1.724 4.026 0.674 0.011 0.000 0.006 -0.0003
H 1.800 -1.804 2.874 -0.005 -0.010 0.036 0.0000
H -3.993 1.692 1.733 -0.005 -0.007 -0.006 0.0000
H 3.958 -0.294 2.639 -0.008 0.004 -0.010 0.0000
H 0.891 -5.538 -4.311 -0.001 0.009 0.002 0.0006
H 2.182 2.023 4.511 0.003 0.001 -0.004 0.0000
H -3.625 3.983 -3.024 -0.003 0.001 -0.003 0.0011
H 3.584 1.998 -0.089 0.012 -0.005 0.013 0.0000
H 1.154 3.885 -1.000 0.003 0.002 -0.007 0.0000
H -0.512 3.015 2.288 -0.002 0.011 -0.017 0.0000
H 0.800 1.269 5.252 0.007 -0.008 0.005 0.0000
H -3.123 1.979 3.250 0.003 0.000 0.011 -0.0005
H 2.876 1.884 -1.704 -0.022 -0.023 0.001 0.0000
H 1.544 0.282 -2.750 0.005 -0.031 -0.009 0.0023
H 2.522 1.793 2.102 0.015 0.001 -0.002 0.0003
H 3.143 0.404 -0.749 0.002 0.000 -0.008 0.0001
H -4.385 3.913 -1.420 0.000 0.002 -0.001 0.0001
H 4.543 0.934 3.788 0.000 -0.001 0.000 0.0000
H 4.977 -0.759 4.007 -0.002 -0.001 0.004 0.0000
H -2.803 -3.562 -3.348 0.002 0.007 0.004 0.0010
H 0.920 -2.186 4.379 0.009 -0.004 -0.004 0.0000
H 2.569 -2.754 4.144 0.001 0.002 -0.001 0.0000
H -1.031 0.467 4.066 -0.009 -0.001 0.004 0.0000
H -3.849 -1.114 1.831 -0.013 -0.002 -0.011 0.0008
H -2.382 -0.564 -3.644 -0.025 -0.065 0.037 0.0022
H 2.243 -0.043 -5.105 -0.001 -0.006 0.009 -0.0003
H 1.992 -4.522 -2.320 -0.004 0.001 -0.008 -0.0002
H -1.462 -5.053 -4.820 0.002 -0.006 0.004 -0.0003
H -2.377 -1.975 2.303 -0.002 -0.006 0.000 0.0007
H -0.014 3.920 0.328 -0.011 0.006 0.007 0.0000
H -2.895 4.851 -1.656 0.001 0.004 0.001 0.0011
H -3.157 -0.856 3.453 0.000 0.004 0.010 -0.0002
H -0.103 -0.649 3.081 -0.006 0.005 0.001 0.0001
H 1.945 0.154 1.857 0.000 -0.002 0.001 0.0001
```
Forces are in eV/Å.

Formula: C25H38BN9O2ReS
Source: the Open Molecules 2025 dataset
Level of theory: ωB97M-V with the def2-TZVPD basis set

As for the net charge: +2. The calculation puts the orbital gap (spin up / spin down) at 5.24 / 5.48 eV. Its multiplicity is 2. As for the LUMO energy (spin up / spin down): -7.595 / -7.341 eV. Its expectation value of S² is 0.7580.

```
77
Properties=species:S:1:pos:R:3:forces:R:3:lowdin_spin:R:1
Re -0.085 0.028 0.384 -0.512 0.623 0.310 0.8020
S -1.679 3.205 0.859 0.005 0.026 -0.103 0.0226
O -1.974 0.201 0.572 -0.053 -0.233 0.002 0.0173
O -0.349 -1.789 -0.552 0.384 -0.010 0.007 0.0244
N -0.548 -3.920 -1.143 -0.052 0.034 0.035 0.0037
N 1.973 -0.368 0.298 0.142 -0.016 -0.017 0.0075
N 0.871 -2.590 -2.354 -0.036 -0.020 0.021 0.0039
N 1.127 2.234 -1.073 -0.072 -0.007 0.048 0.0006
N 2.768 0.713 0.030 0.095 -0.110 -0.045 0.0021
N 0.582 1.358 1.712 0.180 -0.485 -0.371 -0.0024
N 0.122 1.314 -1.221 0.048 -0.020 0.210 0.0133
N 1.481 2.316 1.403 -0.069 0.042 0.142 0.0022
N -2.996 0.984 0.141 -0.339 0.366 -0.121 0.0072
C -0.077 2.889 -2.792 0.061 0.013 0.042 0.0136
C -2.034 -0.412 -2.734 0.073 -0.021 -0.022 0.0000
C -0.662 0.430 3.600 0.011 0.029 -0.044 0.0006
C 0.011 -2.720 -1.350 -0.060 0.027 -0.042 0.0052
C 2.835 -3.891 0.114 0.057 -0.010 0.016 0.0002
C 4.111 -1.011 0.375 -0.010 0.034 0.001 0.0020
C 2.325 -2.764 1.016 -0.008 0.013 0.010 0.0011
C -0.633 1.721 -2.292 0.066 -0.008 -0.122 0.0146
C 0.275 1.442 3.022 0.002 -0.083 0.089 -0.0006
C -0.552 0.371 5.121 0.014 0.011 0.000 -0.0001
C 1.012 3.179 -1.993 0.000 -0.072 -0.057 0.0348
C 2.820 -2.995 2.451 0.007 -0.018 0.003 0.0003
C -4.145 3.001 -0.263 -0.084 -0.081 -0.014 0.0014
C 0.962 2.516 3.554 -0.064 0.017 0.020 -0.0001
C -0.380 -0.950 2.989 -0.141 -0.065 -0.050 -0.0001
C -1.975 1.437 -4.387 0.020 -0.001 0.021 0.0001
C -2.961 2.362 0.225 0.178 0.019 0.040 0.0023
C 1.718 3.031 2.498 0.040 -0.031 -0.077 -0.0007
C 2.793 -1.418 0.541 0.000 -0.065 0.001 0.0068
C 4.045 0.339 0.074 -0.062 -0.007 -0.003 0.0083
C -5.235 2.308 -0.682 0.076 0.034 0.000 -0.0004
C -1.876 1.095 -2.894 0.001 -0.049 0.023 0.0009
C -4.104 0.267 -0.233 0.030 -0.091 0.005 -0.0004
C -5.223 0.892 -0.654 0.006 -0.075 -0.010 0.0009
C 1.650 -1.416 -2.728 0.005 -0.015 -0.028 0.0001
B 2.181 2.145 0.039 0.043 0.072 -0.155 -0.0005
H -2.850 0.944 -4.808 -0.007 -0.005 -0.002 0.0000
H -0.767 -1.119 1.944 0.079 0.044 0.062 0.0000
H -1.095 1.084 -4.928 0.001 0.000 -0.006 0.0000
H 1.232 -2.767 1.025 0.006 -0.016 0.001 0.0006
H -0.411 3.461 -3.636 -0.040 0.005 -0.023 0.0003
H 1.206 -0.527 -2.303 -0.061 0.097 0.032 0.0001
H -2.004 -0.746 -1.702 -0.045 0.018 -0.070 0.0000
H 2.555 -3.750 -0.929 0.021 -0.005 0.035 0.0000
H -2.998 -0.703 -3.149 -0.013 -0.026 -0.004 0.0000
H 2.426 3.843 2.480 0.002 0.018 0.011 0.0001
H -0.400 -4.704 -1.755 -0.007 0.002 -0.002 0.0001
H 2.679 -1.512 -2.380 -0.003 0.010 0.001 0.0002
H 0.463 0.117 5.432 -0.002 -0.013 0.006 0.0000
H 1.066 -3.432 -2.876 -0.017 0.037 -0.010 0.0002
H -6.078 0.302 -0.949 -0.014 0.027 -0.005 0.0001
H 3.908 -3.063 2.470 0.001 0.007 0.000 0.0000
H -1.267 -0.945 -3.302 0.032 0.008 0.035 0.0000
H -0.973 -1.716 3.496 0.050 0.001 0.027 -0.0003
H -4.131 4.081 -0.252 0.009 0.006 0.025 0.0002
H 2.446 -4.850 0.454 -0.001 -0.002 0.001 0.0000
H -2.728 1.581 -2.412 -0.042 0.013 0.123 0.0005
H -6.114 2.838 -1.022 -0.011 -0.010 -0.006 0.0000
H -2.089 2.502 -4.573 0.008 0.024 0.027 0.0000
H 1.725 3.986 -2.036 -0.007 0.023 -0.013 0.0016
H -1.233 -0.376 5.527 -0.010 0.005 -0.005 0.0000
H -0.814 1.332 5.563 0.003 0.002 0.006 0.0000
H -1.248 -3.998 -0.425 0.017 -0.022 -0.026 0.0000
H 0.668 -1.228 3.056 0.028 -0.001 0.010 0.0011
H 4.827 1.063 -0.090 0.026 -0.012 -0.011 0.0005
H 2.530 -2.190 3.125 0.018 0.000 0.000 0.0000
H 1.642 -1.324 -3.812 0.007 -0.007 0.005 0.0000
H -1.680 0.731 3.328 -0.007 0.016 -0.013 -0.0002
H 2.421 -3.932 2.839 -0.005 0.004 0.004 0.0000
H 3.038 2.955 -0.121 -0.004 0.013 -0.006 0.0000
H 0.939 2.883 4.564 -0.008 -0.001 0.013 0.0000
H 4.998 -1.607 0.493 0.010 -0.004 0.005 0.0000
H -3.991 -0.803 -0.166 0.009 -0.013 0.008 0.0000
H 3.923 -3.945 0.157 -0.003 -0.011 0.000 0.0000
```
Forces are in eV/Å.

Respective ΔE to the lowest compared entry with this formula, charge and spin values: 180.1, 20.1, 138.1 kJ/mol.